Record 1
Here is C25H25MoN4O6S as an isolated structure from the Open Molecules 2025 dataset. Energies are from the ωB97M-V functional and the def2-TZVPD basis.

CARTESIAN COORDINATES (ANGSTROEM)
Mo: -0.19 1.05 0.75
N: -2.67 3.59 3.01
C: -1.70 2.67 2.74
S: -0.17 3.23 2.08
N: -1.98 1.42 3.01
N: -0.95 0.59 2.62
C: -0.54 -0.32 3.42
C: 0.61 -1.15 3.12
C: 0.80 -2.36 3.81
C: 1.89 -3.16 3.55
C: 2.83 -2.75 2.60
C: 2.68 -1.55 1.94
C: 1.57 -0.73 2.19
O: 1.47 0.44 1.57
H: -2.55 4.46 2.52
H: -3.61 3.21 2.94
H: -1.05 -0.40 4.38
H: 0.06 -2.66 4.55
H: 2.01 -4.10 4.07
H: 3.68 -3.38 2.39
H: 3.40 -1.21 1.21
O: -5.20 4.41 -1.86
C: -4.12 3.89 -1.74
C: -2.93 4.04 -2.70
O: -2.93 4.67 -3.72
C: -1.80 3.23 -2.11
C: -2.32 2.65 -0.92
O: -1.57 1.87 -0.14
C: -3.65 3.03 -0.58
O: -4.32 2.73 0.41
O: -0.66 3.14 -2.56
C: 3.80 -2.39 -2.61
C: 2.89 -1.27 -2.18
C: 3.23 0.06 -2.45
C: 2.40 1.10 -2.08
C: 2.72 2.53 -2.39
C: 1.20 0.79 -1.44
C: 0.84 -0.53 -1.12
C: 1.71 -1.56 -1.51
N: -0.29 -0.64 -0.30
C: -1.22 -1.78 -0.39
C: -2.48 -1.40 0.40
C: -1.62 -2.00 -1.85
C: -0.66 -3.08 0.22
H: 4.76 -2.01 -2.93
H: 3.36 -2.95 -3.44
H: 3.96 -3.10 -1.79
H: 4.16 0.27 -2.97
H: 3.61 2.61 -3.01
H: 2.89 3.09 -1.47
H: 1.88 3.00 -2.90
H: 0.47 1.61 -1.36
H: 1.49 -2.59 -1.27
H: -2.88 -0.43 0.08
H: -2.27 -1.34 1.47
H: -3.24 -2.16 0.25
H: -2.08 -1.09 -2.25
H: -2.33 -2.82 -1.93
H: -0.75 -2.24 -2.46
H: -0.17 -2.87 1.16
H: 0.04 -3.59 -0.44
H: -1.48 -3.78 0.41

Calculated values
frontier orbital gap (alpha / beta)	6.86 / 6.85	eV
charge	-1
E_HOMO (alpha / beta)	-0.17810 / -0.17808	Eh
lowest unoccupied orbital energy (alpha / beta)	2.01 / 2.00	eV

---

Record 2
Here is an isolated ion of composition C25H25N2O2 and charge +1 from the Open Molecules 2025 dataset. Energies are from the ωB97M-V functional and the def2-TZVPD basis.

CARTESIAN COORDINATES (ANGSTROEM)
C: 5.01 4.21 -1.34
O: 4.74 2.88 -0.85
C: 3.51 2.31 -0.94
C: 3.43 0.96 -0.48
C: 2.20 0.34 -0.39
C: 1.03 1.01 -0.75
C: -0.32 0.28 -0.60
C: -1.55 1.18 -0.46
C: -2.83 0.65 -0.73
C: -3.88 1.54 -0.91
C: -3.65 2.94 -0.75
O: -4.73 3.72 -1.05
C: -5.85 2.80 -1.38
C: -5.28 1.37 -1.38
C: -2.43 3.43 -0.27
C: -1.46 2.49 0.04
C: 1.13 2.29 -1.29
C: 2.35 2.96 -1.39
H: 6.10 4.31 -1.27
H: 4.70 4.34 -2.38
H: 4.54 4.97 -0.70
H: 4.36 0.48 -0.17
H: 2.18 -0.68 0.01
H: -0.46 -0.36 -1.49
H: -3.01 -0.43 -0.82
H: -6.61 2.94 -0.60
H: -6.26 3.10 -2.35
H: -5.28 0.96 -2.40
H: -5.85 0.72 -0.72
H: -2.27 4.51 -0.15
H: -0.56 2.78 0.60
H: 0.22 2.81 -1.62
H: 2.37 3.99 -1.79
C: 1.70 -5.24 -0.29
C: 1.09 -4.13 0.55
C: 0.73 -2.89 -0.04
C: 0.16 -1.89 0.76
C: 0.05 -2.13 2.11
C: 0.41 -3.31 2.72
C: 0.91 -4.36 1.93
C: 1.23 -5.67 2.60
N: -0.37 -0.96 2.72
C: -0.55 -0.02 1.79
N: -0.32 -0.54 0.58
H: 1.87 -6.14 0.31
H: 1.04 -5.53 -1.12
H: 2.67 -4.96 -0.72
H: 0.88 -2.71 -1.11
H: 0.30 -3.42 3.79
H: 0.98 -5.59 3.67
H: 0.65 -6.51 2.21
H: 2.29 -5.95 2.56
H: -0.48 -0.83 3.71
H: -0.85 0.99 2.03

Calculated values
frontier orbital gap	7.74	eV
charge	+1
SMILES	COc1ccc([C@H](c2ccc3c(c2)CCO3)[n+]2c[nH]c3cc(C)c(C)cc32)cc1
E_HOMO	-0.39357	Eh
lowest unoccupied orbital energy	-2.97	eV

---

Record 3
Here is C25H25N3O4PTi as an isolated structure from the Open Molecules 2025 dataset. Energies are from the ωB97M-V functional and the def2-TZVPD basis.

CARTESIAN COORDINATES (ANGSTROEM)
Ti: 10.24 10.27 11.36
O: 13.35 10.05 10.14
C: 12.60 10.93 10.53
O: 12.04 10.92 11.75
C: 12.11 12.07 9.62
P: 10.22 12.13 9.79
C: 9.51 12.14 8.13
C: 10.15 11.47 7.07
C: 9.72 11.62 5.75
C: 8.56 12.36 5.53
C: 7.83 12.89 6.59
C: 8.27 12.76 7.92
C: 9.90 13.83 10.47
C: 9.30 13.96 11.72
C: 8.79 15.17 12.13
C: 8.90 16.31 11.32
C: 9.52 16.17 10.08
C: 10.03 14.92 9.64
H: 12.47 11.88 8.59
H: 12.58 13.03 9.98
H: 11.10 10.92 7.23
H: 10.27 11.12 4.92
H: 8.22 12.53 4.52
H: 6.87 13.42 6.43
H: 7.62 13.09 8.72
H: 9.40 13.15 12.42
H: 8.31 15.28 13.11
H: 8.64 17.26 11.68
H: 9.69 17.05 9.44
H: 10.46 14.84 8.64
N: 8.06 9.94 11.71
C: 7.66 9.95 13.13
C: 6.46 9.54 13.69
C: 6.29 9.45 15.08
C: 7.35 9.71 15.91
C: 8.61 10.21 15.40
C: 9.78 10.27 16.17
C: 10.97 10.71 15.60
C: 10.94 11.07 14.24
N: 9.89 10.80 13.41
C: 8.69 10.39 13.99
H: 7.77 9.08 11.25
H: 7.57 10.71 11.24
H: 5.63 9.17 13.08
H: 5.32 9.08 15.46
H: 7.30 9.66 17.01
H: 9.75 9.95 17.20
H: 11.91 10.78 16.18
H: 11.84 11.36 13.74
N: 13.33 7.36 10.41
C: 12.06 7.23 9.62
C: 11.08 8.21 10.29
O: 11.16 8.34 11.58
O: 10.32 9.04 9.69
H: 13.13 7.57 11.38
H: 13.87 8.18 10.08
H: 13.84 6.52 10.35
H: 11.71 6.21 9.74
H: 12.25 7.54 8.57

Calculated values
frontier orbital gap	5.89	eV
charge	+3
E_HOMO	-0.62403	Eh
lowest unoccupied orbital energy	-11.10	eV

---

Record 4
Here is C25H25N3O9PdS as an isolated structure from the Open Molecules 2025 dataset. Energies are from the ωB97M-V functional and the def2-TZVPD basis.

CARTESIAN COORDINATES (ANGSTROEM)
Pd: 0.77 0.87 0.22
O: -1.35 -2.83 -0.49
C: -0.71 -1.79 -0.32
O: -1.11 -0.72 0.22
C: 0.69 -1.71 -0.93
C: 0.85 -1.99 -2.24
C: 2.11 -1.81 -2.88
C: 3.19 -1.34 -2.17
C: 3.07 -1.05 -0.83
C: 1.82 -1.25 -0.09
O: 1.72 -1.18 1.15
N: 4.24 -0.54 -0.17
O: 4.12 0.00 0.93
O: 5.34 -0.69 -0.71
N: 2.26 -2.10 -4.27
O: 1.28 -2.50 -4.89
O: 3.35 -1.90 -4.81
H: 0.01 -2.36 -2.81
H: 4.14 -1.18 -2.67
O: 0.36 1.82 -2.79
S: -0.11 2.42 -1.51
C: -0.38 4.18 -2.04
C: -1.11 5.10 -1.12
C: -0.96 5.05 0.27
C: -1.66 5.93 1.08
C: -2.52 6.87 0.54
C: -2.68 6.93 -0.84
C: -1.98 6.05 -1.65
C: -1.87 1.95 -1.31
C: -2.60 1.97 -2.62
C: -2.37 0.94 -3.54
C: -2.99 0.96 -4.78
C: -3.86 1.99 -5.12
C: -4.09 3.01 -4.21
C: -3.46 3.00 -2.97
H: -0.89 4.11 -3.00
H: 0.64 4.53 -2.24
H: -0.33 4.30 0.73
H: -1.54 5.85 2.16
H: -3.06 7.55 1.18
H: -3.35 7.66 -1.28
H: -2.13 6.09 -2.73
H: -2.31 2.63 -0.58
H: -1.80 0.94 -0.88
H: -1.69 0.14 -3.27
H: -2.80 0.16 -5.49
H: -4.34 2.00 -6.09
H: -4.77 3.82 -4.46
H: -3.65 3.80 -2.26
C: -0.39 0.24 3.36
N: 0.79 1.09 3.36
C: 2.04 0.43 3.73
C: 0.79 2.21 2.58
C: 2.13 2.86 2.31
O: -0.26 2.74 2.19
H: -0.65 -0.03 4.38
H: -0.20 -0.65 2.76
H: -1.21 0.78 2.89
H: 1.80 -0.33 4.47
H: 2.73 1.14 4.18
H: 2.50 -0.07 2.87
H: 2.51 3.34 3.22
H: 1.97 3.63 1.55
H: 2.87 2.14 1.96

Calculated values
frontier orbital gap	5.32	eV
charge	-2
E_HOMO	-0.04122	Eh
lowest unoccupied orbital energy	4.20	eV

---

What are the energy above the lowest of the compared OMol25 structures with the same formula, charge and spin values for these records? In order: 0.0 27.0 0.0 101.3 kJ/mol.